Entry from the Open Molecules 2025 dataset: a structure of composition C39H49ClF10N8OPSTi (the ωB97M-V functional and the def2-TZVPD basis).

XYZ file:
```
111
Properties=species:S:1:pos:R:3:forces:R:3:lowdin_charge:R:1
Ti 1.20297 -0.02480 0.46845 -0.24 0.43 0.03 1.025
C 2.45595 2.86953 -1.00296 -0.03 -0.01 -0.01 -0.107
N 2.36134 2.07610 0.23188 0.04 -0.06 0.02 -0.255
C 3.73961 1.80707 0.69770 0.00 0.02 -0.02 -0.151
C 3.84530 0.50986 1.46913 -0.02 -0.10 0.00 -0.190
N 3.08612 -0.51522 0.73885 -0.03 -0.22 -0.07 -0.106
C 3.69487 -1.77214 0.67724 0.02 0.07 -0.01 -0.164
C 3.60658 -2.54387 -0.47688 0.00 -0.02 -0.06 -0.154
F 2.97633 -2.03827 -1.54809 0.04 -0.04 0.07 0.082
C 4.15692 -3.80510 -0.59644 -0.02 0.01 -0.03 -0.146
F 4.01537 -4.48140 -1.74063 0.01 0.01 0.02 0.120
C 4.86054 -4.35211 0.45889 0.03 -0.02 0.01 -0.136
F 5.39573 -5.56450 0.36112 -0.01 0.03 0.00 0.142
C 5.00058 -3.60832 1.61824 0.00 -0.01 0.01 -0.132
F 5.67093 -4.11368 2.64883 -0.01 0.01 -0.02 0.142
C 4.42823 -2.35235 1.72125 0.01 0.02 0.03 -0.149
F 4.58432 -1.71084 2.88683 0.08 -0.01 -0.07 0.107
C 1.56724 2.85592 1.19204 -0.04 -0.03 0.04 -0.185
C 1.19334 2.13316 2.47502 0.06 -0.01 0.02 -0.181
N 1.02772 0.67440 2.32769 -0.03 0.03 0.00 -0.099
C 0.86654 0.03825 3.56813 -0.16 -0.03 0.02 -0.160
C 0.17674 0.60309 4.65877 -0.10 0.03 -0.05 -0.149
F -0.47615 1.77658 4.55041 -0.02 -0.06 -0.04 0.081
C 0.04972 -0.01553 5.89041 -0.01 0.00 0.03 -0.145
F -0.63303 0.59610 6.85639 0.01 -0.02 -0.02 0.135
C 0.58367 -1.26913 6.11162 0.01 0.00 0.02 -0.138
F 0.45919 -1.86833 7.28954 0.00 0.01 -0.04 0.145
C 1.24078 -1.88141 5.06386 0.01 -0.03 -0.03 -0.134
F 1.77665 -3.08827 5.22206 -0.02 0.02 0.00 0.142
C 1.36838 -1.23862 3.84533 0.09 -0.06 -0.05 -0.129
F 2.03983 -1.91455 2.90156 -0.21 0.04 0.04 0.081
H 2.93866 3.83201 -0.79529 0.01 0.00 -0.01 0.108
H 3.04351 2.32471 -1.73733 0.00 0.00 0.00 0.068
H 1.46903 3.03686 -1.42202 0.01 0.01 0.01 0.046
H 4.35751 1.70723 -0.19435 0.00 0.01 0.00 0.125
H 4.12227 2.65572 1.27677 -0.01 -0.01 0.01 0.139
H 4.89990 0.23784 1.52926 0.00 0.02 0.00 0.132
H 3.47631 0.61254 2.49223 -0.01 0.00 0.00 0.111
H 2.08905 3.78667 1.44990 0.00 0.01 0.00 0.140
H 0.65064 3.12556 0.67830 0.18 -0.13 0.14 0.066
H 1.94680 2.31770 3.24931 0.02 -0.02 -0.01 0.133
H 0.27328 2.60979 2.80723 0.03 0.03 0.04 0.113
Cl -1.32152 -5.25603 -4.27599 0.00 0.00 0.00 0.685
C -0.89613 -4.30269 -2.88983 0.01 -0.02 0.01 -0.688
C -1.60939 -3.14681 -2.60471 -0.01 -0.01 -0.02 -0.102
C -1.24397 -2.36889 -1.51721 0.00 0.03 0.01 -0.061
C -0.16954 -2.72406 -0.69813 0.00 -0.02 0.00 -0.294
C 0.23878 -1.88967 0.45654 0.26 -0.01 0.03 -0.172
C 0.50823 -3.90808 -0.99386 -0.01 0.01 0.00 -0.035
C 0.15751 -4.69560 -2.08067 -0.02 0.01 0.00 -0.108
H -2.43360 -2.86295 -3.24539 0.01 -0.02 0.01 0.096
H -1.78039 -1.45223 -1.30425 0.01 0.01 -0.02 0.085
H 0.86017 -2.47223 1.13815 0.04 -0.03 0.06 0.067
H -0.63461 -1.53796 1.02344 0.03 -0.01 -0.05 0.053
H 1.32211 -4.22825 -0.35424 0.01 0.00 0.00 0.116
H 0.69381 -5.61027 -2.29546 0.00 -0.01 0.00 0.116
C 2.96425 -0.17488 -5.54294 0.01 0.00 0.00 -0.054
N 2.55616 0.12014 -4.17167 -0.02 -0.05 0.03 -0.016
C 1.66788 -0.54446 -3.42184 0.06 0.12 -0.05 -0.726
S 0.85059 0.34519 -2.17839 -0.04 -0.17 0.00 0.770
N 1.34960 -1.80466 -3.66483 -0.02 0.00 0.02 0.015
C 2.13961 -2.80026 -4.38460 0.01 0.01 -0.01 -0.037
H 3.49732 0.69423 -5.91809 -0.02 0.01 -0.01 0.093
H 2.09594 -0.35054 -6.17882 0.00 -0.01 0.01 0.098
H 3.63420 -1.02732 -5.59936 0.02 0.00 0.00 0.077
H 2.66562 1.07459 -3.87167 0.03 -0.02 0.00 0.105
H 0.64417 -2.16898 -3.03822 -0.01 0.01 0.00 0.074
H 3.18727 -2.74023 -4.09181 0.00 0.01 0.00 0.092
H 2.04435 -2.70087 -5.46312 0.00 0.00 -0.01 0.085
H 1.76177 -3.77662 -4.09714 0.00 0.00 0.00 0.079
O -0.61772 0.98573 0.05567 0.19 0.19 0.11 -0.427
P -2.04609 1.45391 0.23686 -0.13 -0.11 -0.12 0.599
N -3.07295 0.67327 -0.78608 0.13 -0.17 0.06 -0.187
C -2.92533 0.83194 -2.24707 0.03 -0.01 -0.03 -0.177
C -4.00218 -0.08388 -2.83257 0.01 0.00 -0.01 -0.146
C -5.04527 -0.16813 -1.72098 -0.02 0.01 0.01 -0.151
C -4.18740 -0.22774 -0.46337 -0.07 0.10 0.02 -0.188
N -2.58496 1.19110 1.75764 -0.03 -0.01 -0.03 -0.161
C -3.51895 2.04833 2.51722 0.04 0.01 0.03 -0.167
C -4.33134 1.05557 3.34088 0.00 0.00 -0.02 -0.154
C -3.32306 -0.04625 3.65044 0.01 0.01 -0.02 -0.140
C -2.50222 -0.15801 2.36496 0.00 0.06 0.00 -0.171
N -2.14257 3.05765 -0.14268 -0.04 0.00 -0.02 -0.155
C -3.46472 3.69570 -0.35622 0.02 -0.02 0.01 -0.194
C -3.27542 4.60189 -1.56839 -0.02 0.00 0.00 -0.162
C -1.81139 5.00578 -1.45369 -0.01 0.00 0.00 -0.152
C -1.12408 3.72696 -0.98755 -0.02 0.05 0.03 -0.189
H -1.91764 0.56625 -2.57628 -0.03 0.00 0.01 0.069
H -3.10593 1.87275 -2.52770 -0.02 0.03 0.00 0.100
H -3.59046 -1.07549 -3.02805 -0.01 0.03 0.01 0.088
H -4.40116 0.30073 -3.76934 0.01 0.00 0.00 0.118
H -5.70610 -1.02786 -1.81520 0.00 0.00 0.01 0.118
H -5.66000 0.73495 -1.70706 0.00 0.00 0.00 0.116
H -3.84120 -1.25253 -0.28706 -0.01 0.00 0.00 0.108
H -4.71670 0.11391 0.42515 0.00 -0.01 0.03 0.108
H -4.15144 2.63893 1.86169 -0.02 0.03 -0.05 0.092
H -2.95890 2.73107 3.16148 0.00 0.00 0.00 0.121
H -5.15422 0.66006 2.74095 0.00 0.00 0.00 0.109
H -4.75617 1.51138 4.23329 0.01 0.00 0.00 0.120
H -3.78949 -0.99358 3.91504 0.01 0.00 0.00 0.121
H -2.68709 0.25908 4.48029 0.06 0.02 0.04 0.102
H -1.46698 -0.42654 2.55915 0.06 0.02 0.06 0.081
H -2.92758 -0.91488 1.70175 -0.01 -0.03 -0.03 0.103
H -3.73930 4.28699 0.51942 0.00 0.01 0.01 0.112
H -4.23577 2.93864 -0.51505 0.00 0.00 0.01 0.109
H -3.95821 5.44949 -1.55290 0.00 0.00 0.00 0.118
H -3.44802 4.05079 -2.49414 0.01 -0.01 -0.01 0.104
H -1.69839 5.78215 -0.69445 0.00 0.00 0.00 0.121
H -1.38751 5.37958 -2.38406 0.00 0.00 -0.01 0.118
H -0.23036 3.95933 -0.41655 -0.16 0.09 -0.14 0.079
H -0.83522 3.09310 -1.83156 -0.01 -0.01 -0.01 0.105
```
Positions in Å, forces in eV/Å.

## Properties
Net charge ... +1
E_tot ... -138140.8061 eV
E_HOMO ... -10.27 eV
ΔE to the lowest compared entry with this formula, charge and spin ... 0.0 kcal/mol
Largest force on an atom ... 0.49 eV/A
Lowest unoccupied orbital energy ... -2.8 eV
Gap between HOMO and LUMO ... 7.514 eV